(i)
Density functional theory data (ωB97M-V with the def2-TZVPD basis set) for a cluster of 2 separate species, CH3N3O in total.

Results
LUMO = 0.042 Eh
SMILES = N#[N+][O-].C=N

Cartesian coordinates (Å):
O: -3.21 0.98 0.13
N: -4.50 -0.86 -0.05
N: -0.79 0.06 -0.31
N: -3.85 0.03 0.03
C: 0.31 -0.26 0.19
H: 0.35 -1.15 0.80
H: -0.78 0.91 -0.87
H: 1.26 0.26 0.08

***

(ii)
Density functional theory data (ωB97M-V with the def2-TZVPD basis set) for a cluster of 2 separate species, CH3N3O in total.

Results
LUMO = -0.026 Eh
SMILES = N=C=N.N=O

Cartesian coordinates (Å):
O: -2.06 -0.30 -0.37
N: 0.72 -1.08 0.80
N: -1.81 0.88 -0.30
N: 2.05 0.52 -0.48
C: 1.33 -0.20 0.22
H: -2.35 1.43 -1.05
H: -0.05 -1.78 0.54
H: 1.88 1.50 -0.43

***

Stability comparison, relative energies in eV: (i) 0.000; (ii) 0.955

***

(i)
Density functional theory data (ωB97M-V with the def2-TZVPD basis set) for the molecule C5H5NO.

Results
LUMO = 0.005 Eh

Cartesian coordinates (Å):
O: 0.84 0.48 0.59
N: -1.88 0.69 0.48
C: 2.02 -0.12 0.60
C: 0.45 0.88 -0.66
C: -1.54 -0.46 -0.31
C: 3.02 -0.77 0.58
C: -1.00 0.92 -0.66
H: -1.34 0.69 1.35
H: -0.83 -1.18 0.09
H: 3.92 -1.35 0.56
H: -2.31 -0.87 -0.96
H: -1.44 1.43 -1.51

***

(ii)
Density functional theory data (ωB97M-V with the def2-TZVPD basis set) for a structure of composition C5H5NO.

Results
LUMO (spin up / spin down) = -0.063 / -0.061 Eh

Cartesian coordinates (Å):
O: 1.02 -1.46 -0.67
N: -0.80 2.64 -1.46
C: 1.34 -0.23 -0.07
C: -0.44 1.55 -1.27
C: -1.79 -0.48 1.57
C: 0.23 0.65 0.36
C: -0.87 0.03 0.95
H: -0.29 0.49 -1.55
H: -2.62 -0.85 2.12
H: 2.02 0.29 -0.76
H: 1.90 -0.35 0.87
H: 0.39 -1.92 -0.09

***

Stability comparison, relative energies in eV: (i) 0.000; (ii) 0.151

***

(i)
Density functional theory data (ωB97M-V with the def2-TZVPD basis set) for a cluster of 2 separate species, C5H4F3NO3 in total.

Results
LUMO = -0.002 Eh
SMILES = [O-]/C(=C1/C[NH2+]1)C(F)(F)F.O=C=O

Cartesian coordinates (Å):
F: 0.01 -2.79 -1.00
F: -1.61 -1.38 -1.68
F: -1.88 -2.61 0.16
O: -0.73 2.04 1.43
O: -2.41 1.04 2.62
O: -0.76 -0.63 1.45
N: 1.43 1.15 -0.05
C: -0.99 -1.89 -0.56
C: -1.52 1.43 2.01
C: -0.36 -0.77 0.31
C: 0.70 -0.13 -0.25
C: 1.42 0.41 -1.35
H: 0.85 0.97 -2.11
H: 1.08 2.16 0.13
H: 2.43 1.06 0.43
H: 2.35 -0.07 -1.53

***

(ii)
Density functional theory data (ωB97M-V with the def2-TZVPD basis set) for a cluster of 2 separate species, C5H4F3NO3 in total.

Results
LUMO (spin up / spin down) = -0.016 / -0.016 Eh

Cartesian coordinates (Å):
F: -2.50 0.38 -0.96
F: -2.34 -1.76 -0.71
F: -3.40 -0.59 0.87
O: -0.51 3.00 -1.27
O: 1.09 -0.71 -0.92
O: -1.67 2.52 0.63
N: -0.52 -0.05 0.64
C: -0.12 1.02 -0.28
C: -0.82 2.27 -0.38
C: -2.46 -0.57 -0.10
C: 0.49 -1.02 0.30
C: 0.83 0.61 -1.13
H: 0.14 -2.04 0.19
H: -1.92 1.72 1.06
H: 1.28 1.25 -2.01
H: 1.22 -1.14 1.13

***

Stability comparison, relative energies in eV: (i) 0.000; (ii) 0.944

***

(i)
Density functional theory data (ωB97M-V with the def2-TZVPD basis set) for the ion C5H12NS with charge -1.

Results
LUMO = 0.127 Eh
SMILES = CCN[C@@H](C)C[S-]
Total charge = -1

Cartesian coordinates (Å):
S: -3.55 -0.22 0.30
N: 0.37 -0.49 0.47
C: -1.92 -1.01 0.65
C: -1.14 0.46 -1.33
C: 1.33 0.57 0.59
C: -0.97 0.03 0.19
C: 2.72 0.20 0.16
H: 3.13 -0.55 1.04
H: 0.50 -1.27 -0.17
H: -1.76 -1.44 1.68
H: -2.01 1.29 -1.40
H: -1.92 -1.95 0.10
H: -0.28 0.78 -1.81
H: 0.92 1.41 0.09
H: -1.59 -0.34 -2.03
H: 3.40 1.03 0.08
H: 2.82 -0.25 -0.87
H: 1.15 0.80 1.65
H: -1.22 0.94 0.62

***

(ii)
Density functional theory data (ωB97M-V with the def2-TZVPD basis set) for the ion C5H12NS with charge -1.

Results
LUMO = 0.119 Eh
SMILES = CCNCCC[S-]
Total charge = -1

Cartesian coordinates (Å):
S: -3.24 0.33 -0.07
N: 1.51 -0.48 0.04
C: 0.63 -0.10 1.13
C: 2.49 0.62 -0.32
C: -1.50 -0.15 -0.33
C: 3.54 0.04 -1.24
C: -0.80 -0.62 0.96
H: 0.61 1.00 1.21
H: -0.95 0.74 -0.67
H: 1.90 1.40 -0.82
H: 2.92 -0.48 -2.00
H: 4.19 0.74 -1.77
H: -1.35 -0.13 1.79
H: 2.20 -1.22 0.08
H: -0.98 -1.70 1.18
H: 2.89 1.06 0.60
H: 0.95 -0.48 2.11
H: 4.23 -0.69 -0.82
H: -1.38 -1.01 -0.99

***

Stability comparison, relative energies in eV: (i) 0.941; (ii) 0.000

***

(i)
Density functional theory data (ωB97M-V with the def2-TZVPD basis set) for a structure of composition C11H44O11.

Results
LUMO = -0.009 Eh

Cartesian coordinates (Å):
O: 11.07 -9.30 -19.68
O: 12.79 -6.30 -24.78
O: 10.19 -4.39 -23.15
O: 10.22 -8.55 -26.02
O: 11.27 -5.22 -24.62
O: 12.61 -6.72 -21.56
O: 10.92 -6.56 -20.63
O: 9.19 -9.71 -24.76
O: 14.33 -7.44 -20.95
O: 8.91 -7.16 -25.66
O: 13.24 -4.43 -22.08
C: 11.44 -8.22 -25.40
C: 11.27 -3.99 -25.33
C: 13.42 -6.00 -26.07
C: 13.10 -4.50 -20.67
C: 9.34 -6.51 -24.54
C: 11.90 -6.72 -22.79
C: 9.75 -9.31 -23.53
C: 9.91 -4.71 -21.82
C: 11.26 -6.69 -19.26
C: 13.59 -8.64 -20.67
C: 11.15 -9.26 -21.06
H: 10.30 -3.55 -25.53
H: 13.27 -9.20 -21.55
H: 13.78 -6.85 -21.47
H: 12.65 -6.96 -23.54
H: 12.03 -9.07 -25.06
H: 12.95 -5.15 -22.64
H: 10.13 -8.29 -23.60
H: 12.15 -4.21 -20.23
H: 10.66 -5.12 -23.88
H: 12.86 -6.43 -26.90
H: 11.94 -3.95 -26.19
H: 8.85 -4.72 -21.57
H: 9.70 -9.47 -25.53
H: 8.69 -6.90 -23.76
H: 10.31 -3.86 -21.27
H: 11.51 -10.15 -21.57
H: 14.11 -9.35 -20.03
H: 11.72 -7.66 -19.06
H: 10.36 -6.67 -24.21
H: 12.75 -8.39 -20.04
H: 10.35 -6.59 -18.67
H: 9.61 -7.81 -25.93
H: 10.08 -7.01 -20.70
H: 9.17 -5.43 -24.63
H: 11.27 -7.70 -24.46
H: 9.07 -9.32 -22.68
H: 14.37 -6.55 -26.07
H: 13.92 -4.08 -20.08
H: 11.24 -5.86 -22.90
H: 12.06 -6.74 -20.77
H: 9.82 -3.54 -23.40
H: 10.49 -5.59 -21.53
H: 11.24 -7.59 -22.82
H: 11.72 -9.86 -19.25
H: 10.60 -9.98 -23.40
H: 11.99 -5.92 -18.99
H: 9.23 -6.71 -26.44
H: 12.02 -7.50 -25.98
H: 13.20 -5.55 -20.41
H: 11.77 -3.26 -24.69
H: 11.75 -8.39 -21.31
H: 10.18 -9.02 -21.50
H: 13.43 -4.94 -26.32
H: 12.08 -5.67 -24.60

***

(ii)
Density functional theory data (ωB97M-V with the def2-TZVPD basis set) for a cluster of 11 separate species, C11H44O11 in total.

Results
LUMO = 0.006 Eh
SMILES = CO.CO.CO.CO.CO.CO.CO.CO.CO.CO.CO

Cartesian coordinates (Å):
O: 36.47 1.16 13.63
O: 38.27 3.37 9.64
O: 40.53 0.30 15.40
O: 34.04 -0.12 12.86
O: 37.77 3.49 14.37
O: 40.68 -1.01 12.89
O: 39.69 1.04 8.67
O: 35.12 -3.48 15.95
O: 34.70 1.56 17.57
O: 38.91 -0.37 17.58
O: 34.39 1.29 9.03
C: 33.98 -0.72 11.57
C: 37.82 0.50 17.30
C: 38.71 3.41 10.99
C: 35.90 -2.33 16.27
C: 41.94 -0.90 12.25
C: 37.57 3.82 15.74
C: 39.33 -0.01 9.56
C: 34.27 1.54 16.19
C: 41.41 1.41 15.30
C: 34.89 2.16 10.04
C: 37.49 0.23 13.27
H: 41.19 2.17 16.06
H: 38.10 2.78 11.65
H: 33.27 -0.18 10.94
H: 34.90 1.42 8.23
H: 35.60 0.80 13.41
H: 33.17 1.52 16.21
H: 37.10 0.38 18.10
H: 34.65 0.63 15.74
H: 37.26 -0.73 13.75
H: 33.28 -0.35 13.40
H: 41.34 1.87 14.31
H: 37.48 0.06 12.19
H: 34.93 -0.65 11.05
H: 40.50 -0.11 14.52
H: 38.66 4.44 11.34
H: 37.12 4.81 15.85
H: 42.45 1.12 15.49
H: 34.59 2.45 15.70
H: 38.54 3.84 16.22
H: 38.15 1.54 17.28
H: 39.76 3.09 11.06
H: 39.60 -0.19 16.91
H: 35.40 -1.67 16.98
H: 38.25 0.01 9.68
H: 34.96 -4.00 16.75
H: 42.58 -0.21 12.79
H: 34.15 2.29 10.83
H: 33.70 -1.77 11.64
H: 37.17 2.77 14.10
H: 40.62 0.95 8.46
H: 38.72 2.65 9.18
H: 35.80 1.73 10.47
H: 36.92 3.08 16.21
H: 39.61 -1.01 9.21
H: 40.24 -1.78 12.50
H: 34.24 0.86 18.04
H: 36.06 -1.77 15.35
H: 36.85 -2.65 16.69
H: 37.33 0.24 16.35
H: 38.46 0.63 13.53
H: 39.77 0.13 10.55
H: 42.48 -1.86 12.26
H: 41.86 -0.59 11.20
H: 35.14 3.14 9.63

***

Stability comparison, relative energies in eV: (i) 27.793; (ii) 0.000

***

(i)
Density functional theory data (ωB97M-V with the def2-TZVPD basis set) for the molecule C6H14O.

Results
LUMO = 0.035 Eh
SMILES = CC(C)CCCO

Cartesian coordinates (Å):
O: 0.23 0.35 2.34
C: 0.57 1.43 0.02
C: -1.51 -0.10 -1.38
C: -0.26 1.45 1.36
C: 0.24 -2.19 -1.15
C: 0.95 0.01 -0.50
C: -0.28 -0.86 -0.59
H: -2.06 -0.97 -1.80
H: -0.08 -3.14 -0.68
H: 1.78 -0.25 0.11
H: 0.11 -2.48 -2.22
H: -1.21 0.47 -2.25
H: -0.50 -1.08 0.36
H: 1.49 1.92 0.31
H: -0.22 2.42 1.75
H: 1.15 0.46 2.17
H: -1.33 1.06 1.17
H: -2.15 0.39 -0.58
H: 1.33 0.29 -1.50
H: 1.35 -2.35 -1.25
H: 0.19 2.08 -0.87

***

(ii)
Density functional theory data (ωB97M-V with the def2-TZVPD basis set) for a structure of composition C6H14O.

Results
LUMO = 0.038 Eh

Cartesian coordinates (Å):
O: 0.04 -0.44 2.44
C: -0.83 0.51 -0.78
C: -1.37 0.53 1.72
C: -0.61 1.02 0.63
C: -0.03 -1.84 2.24
C: 0.20 0.01 -3.05
C: 0.44 0.48 -1.62
H: 1.12 0.01 -3.64
H: 0.89 1.49 -1.64
H: -1.26 -0.50 -0.74
H: 0.96 -2.29 2.41
H: -2.08 -0.29 1.57
H: -1.58 1.14 -1.30
H: -0.35 -2.09 1.22
H: -0.27 2.05 0.72
H: -0.52 0.66 -3.56
H: -0.21 -1.01 -3.07
H: -1.55 1.14 2.60
H: 1.18 -0.17 -1.13
H: -0.73 -2.28 2.96
H: 0.28 0.19 1.42

***

Stability comparison, relative energies in eV: (i) 0.000; (ii) 1.356